Record 1
DFT (ωB97M-V/def2-TZVPD) results for an isolated molecule of C8H10O2S2 at a distorted geometry.

```
22
Properties=species:S:1:pos:R:3:nbo_charge:R:1
S 0.46 2.09 -0.19 0.644
S 1.39 -1.26 -0.04 2.057
O 1.56 -0.68 -1.35 -0.967
O 1.93 -2.55 0.31 -0.927
C -1.22 -0.13 0.07 -0.222
C -0.16 0.81 0.56 -0.235
C -1.36 0.12 -1.45 -0.654
C 2.49 -0.25 1.02 -0.115
C 2.09 2.11 0.26 -0.432
C 2.89 1.00 0.68 -0.341
C -2.48 -0.19 0.89 -0.574
C -0.43 -1.41 0.26 -0.550
H -3.13 0.80 0.84 0.217
H -3.07 -0.91 0.38 0.218
H 3.93 1.30 0.75 0.255
H -0.62 -2.10 -0.47 0.237
H -0.38 -0.18 -1.86 0.258
H -1.99 -0.61 -1.94 0.211
H -1.70 1.10 -1.88 0.224
H 2.42 3.12 0.08 0.231
H -2.29 -0.41 1.88 0.221
H -0.34 -1.79 1.21 0.244
```

As for the energy above the lowest of the compared OMol25 structures with the same formula, charge and spin: 8.802 eV. The max |F| comes out at 0.0740 hartree/bohr. Its HOMO-LUMO gap (spin up / spin down) is 0.2485 / 0.2527 Eh. The molar mass comes out at 202.3 g/mol. The value obtained for the HOMO energy (spin up / spin down) is -8.4 / -8.2 eV. Its total charge is 0. Its LUMO energy (spin up / spin down) is -1.62 / -1.34 eV.



Record 2
DFT (ωB97M-V/def2-TZVPD) results for a structure of composition C21H35GeHfN4O2S4Se at a distorted geometry.

```
69
Properties=species:S:1:pos:R:3:lowdin_charge:R:1
Hf 0.54 -0.38 0.34 1.195
Se -1.11 1.35 -0.89 0.892
Ge -1.84 4.61 -0.97 0.762
S 1.85 -1.36 2.63 0.933
S 2.42 1.56 1.06 0.888
S 0.07 -2.71 -0.34 0.702
S -0.61 0.86 2.54 0.866
O -0.69 -2.07 0.81 -0.416
O 1.50 -2.42 0.01 -0.411
N -0.19 -1.56 -1.44 -0.181
N 1.07 -1.57 -3.49 0.190
N -1.42 -8.14 -1.41 0.201
N 1.61 -0.18 -1.64 -0.053
C 0.45 2.28 2.97 -0.436
C -1.83 2.90 0.09 -0.526
C -0.33 -0.29 3.92 -0.456
C -1.16 -4.97 0.32 -0.025
C -2.77 0.34 -1.11 -0.280
C 3.46 0.94 2.43 -0.435
C -1.50 -6.26 0.06 0.015
C 1.12 -0.67 4.14 -0.444
C 2.57 0.44 -2.34 -0.059
C 0.89 -1.13 -2.27 -0.485
C 2.05 -0.96 -4.17 -0.016
C 3.47 -0.58 2.55 -0.454
C -0.38 -4.26 -0.63 -0.350
C -0.32 -6.14 -2.10 0.016
C 1.34 2.79 1.85 -0.471
C -0.15 5.48 -0.56 -0.213
C 2.82 0.07 -3.64 0.022
C -3.36 5.58 -0.29 -0.200
C -1.09 -6.88 -1.15 -0.251
C 0.03 -4.86 -1.86 -0.025
C -1.98 4.15 -2.84 -0.219
H -2.79 3.44 -3.02 0.026
H -4.29 5.06 -0.53 0.035
H -2.09 -6.81 0.77 0.134
H 0.60 -4.30 -2.59 0.121
H -0.76 0.16 4.82 0.111
H 3.59 0.56 -4.22 0.133
H 0.77 3.21 1.03 0.042
H -0.02 -6.62 -3.03 0.134
H -2.85 2.60 0.34 0.037
H -1.29 3.00 1.03 -0.035
H 1.04 1.99 3.85 0.078
H 2.22 -1.32 -5.18 0.140
H 4.03 -0.87 3.44 0.113
H 4.47 1.30 2.23 0.104
H -0.21 3.09 3.29 0.108
H 1.17 -1.45 4.90 0.109
H 3.11 1.42 3.34 0.084
H -1.47 -4.50 1.24 0.126
H -3.13 0.01 -0.14 0.047
H -3.40 6.57 -0.74 0.041
H 0.70 4.96 -1.02 0.023
H -0.15 6.49 -0.97 0.040
H 3.97 -1.05 1.70 0.099
H 0.01 5.56 0.51 0.022
H -3.46 1.04 -1.57 0.047
H -1.14 -8.60 -2.26 0.137
H -1.05 3.72 -3.22 0.019
H -2.56 -0.49 -1.77 0.031
H -0.94 -1.15 3.67 0.094
H -3.30 5.70 0.79 0.034
H 3.14 1.22 -1.83 0.113
H 1.98 3.59 2.22 0.115
H -2.20 5.04 -3.42 0.041
H -1.96 -8.68 -0.75 0.137
H 1.73 0.16 4.49 0.080
```

As for the energy above the lowest of the compared OMol25 structures with the same formula, charge and spin: 0.000 eV. The max |F| comes out at 0.0448 hartree/bohr. Its HOMO-LUMO gap is 0.2430 Eh. The molar mass comes out at 833.9 g/mol. The value obtained for the HOMO energy is -15.9 eV. Its total charge is +3. Its LUMO energy is -9.32 eV.



Record 3
DFT (ωB97M-V/def2-TZVPD) results for a structure of composition C4H22N2O6 at a distorted geometry.

```
34
Properties=species:S:1:pos:R:3:nbo_charge:R:1
O 0.50 2.58 -1.19 -0.944
O 1.34 -0.78 -2.68 -1.009
O -0.12 1.37 -3.35 -0.991
O 2.84 0.18 -0.56 -0.908
O -0.97 1.77 0.71 -0.724
O -1.04 1.91 3.39 -0.922
N 1.40 0.40 0.86 -0.485
N -1.44 -1.88 0.25 -0.562
C -0.76 -0.73 0.81 -0.053
C 0.76 -0.80 0.36 -0.287
C -1.56 -3.03 1.12 -0.428
C -1.49 0.51 0.30 -0.083
H -1.34 0.59 -0.79 0.195
H -1.02 -2.86 2.06 0.190
H 1.91 -0.92 -3.43 0.505
H -2.55 0.50 0.55 0.219
H 3.32 0.88 -1.02 0.511
H -2.60 -3.25 1.43 0.220
H 1.53 0.38 1.87 0.369
H 0.07 1.79 -2.46 0.494
H -0.05 2.48 -0.38 0.504
H 1.24 -1.66 0.85 0.257
H -1.23 1.14 3.94 0.475
H -1.22 -2.16 -0.70 0.398
H -1.74 1.76 2.75 0.468
H 0.68 -0.08 -2.87 0.520
H 1.35 2.22 -0.89 0.461
H 2.32 0.52 0.45 0.420
H -0.72 -0.77 1.89 0.209
H -0.43 1.68 1.52 0.506
H -1.08 1.37 -3.45 0.483
H -1.17 -3.95 0.66 0.217
H 0.93 -0.85 -0.72 0.240
H 2.37 -0.28 -1.29 0.535
```

As for the energy above the lowest of the compared OMol25 structures with the same formula, charge and spin: 1.363 eV. The max |F| comes out at 0.1437 hartree/bohr. Its HOMO-LUMO gap (spin up / spin down) is 0.3793 / 0.1949 Eh. The molar mass comes out at 194.2 g/mol. As for the multiplicity: 2. The expectation value of S² is 0.755. The value obtained for the HOMO energy (spin up / spin down) is -13.2 / -12.6 eV. Its total charge is +1. Its LUMO energy (spin up / spin down) is -2.84 / -7.32 eV.